(1)
# C45H64CaF5N4O5P2Si2

A structure of composition C45H64CaF5N4O5P2Si2 (ωB97M-V/def2-TZVPD, the OMol25 dataset).

Values from the calculation:
ΔE to the lowest compared entry with this formula, charge and spin in kJ/mol: 36.3
Kohn-Sham gap in eV: 7.17
E_HOMO in eV: -9.712
Charge: +1

Last column: Mulliken charge in e.
Geometry (Å):
Ca (-0.863, -0.728, -0.199)  1.26
N (-0.621, 0.972, 3.476)  -0.26
P (-1.881, 0.025, 2.700)  0.48
C (-3.214, 1.218, 3.133)  1.08
C (-3.996, 1.791, 2.139)  -0.38
C (-4.958, 2.738, 2.461)  -0.86
C (-5.136, 3.123, 3.780)  -0.63
C (-4.352, 2.557, 4.779)  -0.58
C (-3.396, 1.611, 4.458)  -1.16
C (-2.137, -1.199, 4.048)  1.07
C (-1.088, -1.757, 4.773)  -0.77
C (-1.320, -2.748, 5.716)  -0.99
C (-2.607, -3.207, 5.944)  -0.69
C (-3.660, -2.667, 5.218)  -0.80
C (-3.427, -1.677, 4.280)  -0.38
P (0.467, 1.948, 2.520)  0.47
C (1.596, 2.432, 3.895)  0.92
C (2.828, 2.968, 3.523)  -0.51
C (3.738, 3.380, 4.484)  -0.62
C (3.426, 3.258, 5.830)  -0.60
C (2.203, 2.723, 6.209)  -0.71
C (1.290, 2.312, 5.249)  -0.20
C (-0.477, 3.530, 2.471)  0.84
C (-1.370, 3.925, 3.459)  -0.60
C (-2.069, 5.115, 3.325)  -0.46
C (-1.869, 5.928, 2.219)  -0.86
C (-0.944, 5.564, 1.253)  -0.36
C (-0.249, 4.371, 1.382)  -1.07
H (-0.021, 0.320, 3.973)  -0.09
H (-3.860, 1.483, 1.108)  0.42
H (-5.567, 3.177, 1.683)  0.46
H (-5.882, 3.865, 4.032)  0.44
H (-4.485, 2.858, 5.810)  0.43
H (-2.778, 1.174, 5.232)  0.35
H (-0.069, -1.421, 4.621)  0.33
H (-0.492, -3.160, 6.278)  0.45
H (-2.786, -3.981, 6.677)  0.41
H (-4.669, -3.016, 5.391)  0.45
H (-4.259, -1.257, 3.730)  0.44
H (3.066, 3.083, 2.470)  0.36
H (4.689, 3.800, 4.184)  0.45
H (4.132, 3.583, 6.582)  0.39
H (1.954, 2.630, 7.257)  0.45
H (0.331, 1.913, 5.553)  0.29
H (-1.526, 3.300, 4.326)  0.33
H (-2.772, 5.411, 4.093)  0.49
H (-2.429, 6.849, 2.117)  0.40
H (-0.760, 6.205, 0.400)  0.52
H (0.492, 4.098, 0.641)  0.49
O (2.225, 0.287, 0.020)  -0.55
H (2.315, 0.794, 0.834)  0.27
H (1.876, 0.935, -0.631)  0.09
O (-0.815, 0.238, -2.473)  -0.62
H (-0.073, 0.891, -2.362)  0.01
H (-0.941, 0.105, -3.415)  0.37
O (-1.125, 1.466, -0.093)  -0.07
H (-1.800, 2.149, -0.176)  0.20
H (-0.338, 1.816, -0.577)  0.00
F (3.458, 5.001, -5.621)  -0.31
C (2.883, 4.262, -4.670)  0.76
C (2.707, 4.768, -3.389)  -0.20
F (3.136, 5.997, -3.108)  -0.30
C (2.101, 4.009, -2.408)  0.30
F (1.971, 4.530, -1.176)  -0.28
C (1.615, 2.706, -2.636)  0.14
O (1.015, 1.992, -1.728)  -0.08
C (1.852, 2.234, -3.941)  -0.08
F (1.462, 0.960, -4.229)  -0.29
C (2.460, 2.973, -4.935)  -0.31
F (2.648, 2.429, -6.141)  -0.30
C (2.496, -1.591, 3.244)  -1.22
C (1.312, -2.162, 2.505)  -0.06
N (1.144, -3.495, 2.618)  -0.21
O (0.562, -1.476, 1.817)  1.70
H (2.507, -1.914, 4.285)  0.50
H (2.468, -0.504, 3.200)  -0.02
H (3.421, -1.935, 2.781)  0.42
H (1.683, -4.032, 3.275)  0.22
H (0.290, -3.900, 2.259)  0.07
C (-1.056, -4.948, -2.210)  -0.89
Si (-2.290, -3.551, -2.663)  -0.05
C (-1.749, -2.754, -4.322)  -1.17
C (-3.867, -4.456, -3.226)  -1.28
C (-2.460, -2.348, -1.253)  -0.52
Si (-3.427, -3.045, 0.197)  -0.04
C (-4.598, -4.530, 0.006)  -1.26
C (-2.180, -3.644, 1.519)  -0.29
C (-4.529, -1.653, 0.876)  -0.86
H (-0.692, -5.472, -3.096)  0.41
H (-1.573, -5.687, -1.597)  0.51
H (-0.195, -4.606, -1.630)  0.00
H (-1.392, -3.516, -5.018)  0.35
H (-0.984, -1.980, -4.257)  0.04
H (-2.627, -2.298, -4.782)  0.44
H (-3.790, -4.784, -4.264)  0.42
H (-4.731, -3.794, -3.157)  0.35
H (-4.080, -5.335, -2.620)  0.37
H (-3.070, -1.524, -1.658)  0.59
H (-4.063, -5.423, -0.320)  0.28
H (-5.383, -4.330, -0.721)  0.36
H (-5.080, -4.767, 0.956)  0.38
H (-1.520, -4.396, 1.074)  0.54
H (-2.683, -4.101, 2.373)  0.41
H (-1.579, -2.814, 1.890)  -0.40
H (-5.009, -1.115, 0.057)  0.45
H (-3.951, -0.931, 1.448)  -0.33
H (-5.319, -2.036, 1.522)  0.43
C (3.926, -2.091, -3.256)  -0.94
C (3.271, -1.178, -2.188)  -0.32
N (2.048, -1.798, -1.707)  0.96
C (1.158, -2.061, -2.820)  2.24
C (1.767, -3.132, -3.754)  -1.06
N (3.164, -3.379, -3.282)  0.08
C (3.134, -3.991, -1.919)  -0.93
C (2.355, -3.020, -0.991)  -0.07
H (4.968, -2.308, -3.025)  0.33
H (3.875, -1.646, -4.249)  0.39
H (3.023, -0.208, -2.615)  -0.12
H (3.934, -1.008, -1.342)  0.57
H (1.023, -1.129, -3.356)  -0.31
H (0.194, -2.378, -2.428)  -1.90
H (1.807, -2.793, -4.788)  0.29
H (1.207, -4.066, -3.713)  0.27
H (3.623, -4.023, -3.923)  0.34
H (4.160, -4.140, -1.585)  0.33
H (2.642, -4.960, -1.985)  0.40
H (2.944, -2.770, -0.109)  0.36
H (1.419, -3.471, -0.658)  -0.11

(2)
# C45H65AsBN8P2SY

A structure of composition C45H65AsBN8P2SY (ωB97M-V/def2-TZVPD, the OMol25 dataset).

Values from the calculation:
ΔE to the lowest compared entry with this formula, charge and spin in kJ/mol: 112.4
Kohn-Sham gap in eV: 5.93
E_HOMO in eV: -11.887
Charge: +2

Last column: Mulliken charge in e.
Geometry (Å):
Y (0.245, 0.057, 0.182)  -0.56
C (-3.417, -2.078, -2.105)  -0.77
C (-2.613, -1.279, -1.309)  -0.64
N (-1.374, -1.648, -0.980)  2.29
C (-0.920, -2.811, -1.459)  -0.13
C (-1.702, -3.542, -2.347)  -0.97
N (-2.947, -3.192, -2.654)  -0.53
C (0.425, -3.276, -1.017)  -0.07
C (0.824, -4.587, -1.204)  -1.10
C (2.103, -4.985, -0.825)  0.66
C (2.908, -4.018, -0.233)  -0.81
C (2.426, -2.737, -0.037)  0.10
N (1.205, -2.367, -0.427)  -0.05
C (3.237, -1.697, 0.650)  -0.38
C (4.599, -1.831, 0.878)  -0.62
N (5.291, -0.947, 1.592)  -0.56
C (4.639, 0.115, 2.044)  -0.86
C (3.303, 0.315, 1.734)  -0.35
N (2.604, -0.598, 1.064)  1.25
C (2.585, -6.375, -1.039)  1.00
C (3.665, -6.882, -0.327)  -0.49
C (4.091, -8.177, -0.577)  -0.45
N (3.515, -8.980, -1.471)  -0.56
C (2.476, -8.493, -2.149)  -0.42
C (1.982, -7.210, -1.971)  -0.60
H (-4.445, -1.806, -2.320)  0.48
H (-2.954, -0.320, -0.948)  -0.12
H (-1.315, -4.423, -2.845)  0.63
H (0.127, -5.308, -1.605)  0.64
H (3.907, -4.272, 0.085)  0.21
H (5.162, -2.662, 0.472)  0.55
H (5.187, 0.824, 2.652)  0.50
H (2.793, 1.228, 2.018)  0.42
H (4.168, -6.306, 0.439)  0.38
H (4.934, -8.589, -0.032)  0.38
H (2.018, -9.159, -2.873)  0.38
H (1.157, -6.878, -2.589)  0.42
C (-1.015, 3.389, -4.223)  -2.03
C (-0.938, 2.078, -3.440)  2.26
C (-1.713, 0.971, -4.178)  -1.79
C (0.514, 1.615, -3.365)  -2.09
P (-1.526, 2.183, -1.660)  1.47
C (-0.370, 3.428, -0.851)  -1.23
N (-0.488, 3.239, 0.587)  0.16
B (-0.379, 1.960, 1.243)  2.52
N (-0.941, 2.169, 2.551)  0.35
C (-1.302, 1.183, 3.544)  -2.04
P (-1.222, -0.551, 2.848)  1.73
C (-0.069, -1.457, 4.010)  1.96
C (-0.680, -1.880, 5.345)  -1.90
C (1.129, -0.537, 4.268)  -2.10
C (0.422, -2.700, 3.246)  -1.82
C (-2.997, -1.088, 3.005)  1.53
C (-3.751, -0.179, 2.019)  -1.64
C (-3.102, -2.542, 2.520)  -1.85
C (-3.624, -0.946, 4.394)  -1.77
C (-1.284, 3.520, 2.695)  0.85
C (-1.826, 4.204, 3.774)  -0.70
C (-2.061, 5.567, 3.632)  -0.91
C (-1.758, 6.227, 2.442)  -0.94
C (-1.219, 5.543, 1.358)  -1.00
C (-0.991, 4.181, 1.490)  0.12
C (-3.182, 3.055, -1.512)  2.01
C (-3.142, 4.561, -1.765)  -1.68
C (-4.198, 2.397, -2.456)  -1.84
C (-3.660, 2.802, -0.070)  -1.93
H (-0.494, 3.276, -5.180)  0.50
H (-0.546, 4.217, -3.684)  0.32
H (-2.045, 3.665, -4.449)  0.39
H (-1.227, 0.776, -5.139)  0.57
H (-2.743, 1.237, -4.387)  0.38
H (-1.708, 0.035, -3.611)  0.17
H (0.844, 1.288, -4.356)  0.93
H (0.640, 0.752, -2.700)  -0.05
H (1.186, 2.396, -3.018)  0.04
H (-0.626, 4.450, -1.118)  0.35
H (0.646, 3.236, -1.196)  -0.19
H (-2.329, 1.371, 3.855)  0.85
H (-0.685, 1.258, 4.439)  0.59
H (-1.171, -1.049, 5.854)  0.35
H (0.118, -2.245, 5.999)  0.51
H (-1.400, -2.691, 5.226)  0.32
H (0.933, 0.177, 5.068)  0.48
H (1.415, 0.026, 3.378)  0.23
H (1.988, -1.142, 4.574)  0.52
H (-0.402, -3.333, 2.907)  0.25
H (1.060, -3.306, 3.897)  0.60
H (1.009, -2.414, 2.370)  0.40
H (-3.240, -0.114, 1.057)  -0.32
H (-3.869, 0.836, 2.405)  0.35
H (-4.752, -0.586, 1.846)  0.74
H (-2.644, -2.673, 1.533)  0.17
H (-4.156, -2.827, 2.443)  0.54
H (-2.626, -3.237, 3.215)  0.35
H (-3.388, 0.005, 4.875)  0.25
H (-3.331, -1.749, 5.064)  0.41
H (-4.711, -0.991, 4.284)  0.52
H (-2.053, 3.700, 4.706)  0.50
H (-2.476, 6.125, 4.462)  0.42
H (-1.941, 7.291, 2.362)  0.44
H (-0.979, 6.074, 0.443)  0.51
H (-2.767, 4.822, -2.753)  0.21
H (-2.557, 5.088, -1.011)  0.23
H (-4.166, 4.940, -1.690)  0.55
H (-4.070, 2.724, -3.487)  0.35
H (-5.206, 2.686, -2.145)  0.56
H (-4.146, 1.304, -2.428)  0.20
H (-3.042, 3.314, 0.669)  0.18
H (-3.673, 1.735, 0.172)  0.31
H (-4.681, 3.181, 0.035)  0.66
C (3.614, 3.273, -3.943)  -1.05
As (4.322, 1.950, -2.744)  0.60
C (6.036, 2.612, -2.213)  -1.06
C (4.669, 0.404, -3.824)  -1.13
S (3.119, 1.521, -1.074)  -0.38
H (4.424, 3.625, -4.582)  0.46
H (3.216, 4.101, -3.364)  0.36
H (2.830, 2.834, -4.555)  0.32
H (6.649, 2.752, -3.103)  0.42
H (6.505, 1.894, -1.547)  0.35
H (5.907, 3.560, -1.699)  0.37
H (5.259, 0.694, -4.693)  0.44
H (3.725, -0.029, -4.141)  0.36
H (5.221, -0.315, -3.226)  0.37

(3)
# C45H66BN9S3SiTi

A structure of composition C45H66BN9S3SiTi (ωB97M-V/def2-TZVPD, the OMol25 dataset).

Values from the calculation:
ΔE to the lowest compared entry with this formula, charge and spin in kJ/mol: 154.4
Kohn-Sham gap (spin up / spin down) in eV: 5.99 / 5.81
E_HOMO (spin up / spin down) in eV: -9.369 / -9.390
Spin multiplicity: 2
Charge: +1

Last column: Löwdin spin population.
Geometry (Å):
Ti (0.794, 0.109, -0.254)  0.79
C (-1.205, 0.282, 5.601)  0.00
C (-1.169, -1.228, 5.344)  0.00
C (-1.753, -1.939, 6.564)  0.00
C (0.261, -1.721, 5.101)  0.00
N (-1.964, -1.542, 4.152)  0.00
C (-2.951, -2.495, 4.074)  0.00
C (-3.421, -2.494, 2.810)  0.00
N (-2.742, -1.547, 2.085)  0.00
B (-3.243, -1.099, 0.703)  0.00
N (-3.469, 0.430, 0.721)  0.00
C (-4.610, 0.911, 1.306)  0.00
C (-4.532, 2.256, 1.358)  0.00
N (-3.335, 2.630, 0.804)  0.00
C (-2.698, 1.488, 0.418)  0.00
S (-1.268, 1.422, -0.509)  0.01
C (-2.779, 3.992, 0.898)  0.00
C (-1.645, 3.920, 1.923)  0.00
C (-3.839, 4.974, 1.397)  0.00
C (-2.279, 4.475, -0.463)  0.00
N (-2.395, -1.591, -0.508)  0.00
C (-3.074, -1.686, -1.705)  0.00
C (-2.637, -2.769, -2.374)  0.00
N (-1.649, -3.374, -1.620)  0.00
C (-1.486, -2.601, -0.499)  0.00
S (-0.249, -2.735, 0.626)  0.00
C (-1.263, -4.791, -1.757)  0.00
C (-1.783, -5.345, -3.084)  0.00
C (0.254, -4.982, -1.725)  0.00
C (-1.913, -5.557, -0.600)  0.00
C (-1.831, -0.994, 2.914)  0.00
S (-0.693, 0.150, 2.447)  0.00
H (-0.671, 0.511, 6.520)  0.00
H (-2.233, 0.623, 5.701)  0.00
H (-0.737, 0.826, 4.787)  0.00
H (-1.190, -1.633, 7.442)  0.00
H (-1.677, -3.018, 6.473)  0.00
H (-2.794, -1.666, 6.715)  0.00
H (0.885, -1.511, 5.964)  0.00
H (0.687, -1.227, 4.231)  0.00
H (0.258, -2.794, 4.917)  0.00
H (-3.248, -3.107, 4.899)  0.00
H (-4.191, -3.086, 2.363)  0.00
H (-4.326, -1.584, 0.568)  0.00
H (-5.395, 0.266, 1.640)  0.00
H (-5.248, 2.956, 1.730)  0.00
H (-2.047, 3.777, 2.924)  0.00
H (-1.046, 4.827, 1.914)  0.00
H (-1.014, 3.067, 1.699)  0.00
H (-4.181, 4.717, 2.396)  0.00
H (-4.689, 5.021, 0.721)  0.00
H (-3.388, 5.963, 1.445)  0.00
H (-1.449, 3.866, -0.804)  0.00
H (-1.947, 5.507, -0.388)  0.00
H (-3.074, 4.424, -1.202)  0.00
H (-3.843, -0.985, -1.960)  0.00
H (-2.951, -3.140, -3.324)  0.00
H (-1.374, -4.787, -3.922)  0.00
H (-2.868, -5.330, -3.132)  0.00
H (-1.459, -6.378, -3.175)  0.00
H (0.694, -4.466, -0.878)  0.00
H (0.703, -4.617, -2.645)  0.00
H (0.477, -6.041, -1.633)  0.00
H (-2.985, -5.370, -0.570)  0.00
H (-1.478, -5.251, 0.347)  0.00
H (-1.749, -6.623, -0.728)  0.00
C (0.047, -1.717, -4.115)  0.01
C (1.187, -2.516, -4.285)  0.00
C (2.072, -2.618, -3.239)  0.01
C (1.827, -1.911, -2.052)  0.01
N (0.782, -1.032, -1.945)  0.01
C (-0.092, -0.988, -2.956)  0.00
C (2.589, -2.032, -0.843)  0.06
C (3.516, -3.031, -0.549)  -0.01
C (4.094, -3.070, 0.707)  0.06
C (3.779, -2.079, 1.640)  -0.01
C (2.887, -1.076, 1.285)  0.05
N (2.270, -1.077, 0.074)  0.00
C (2.543, 0.098, 2.072)  0.01
C (2.957, 0.338, 3.384)  0.01
C (2.565, 1.499, 4.020)  0.01
C (1.792, 2.417, 3.316)  0.01
C (1.438, 2.118, 2.014)  0.01
N (1.778, 0.990, 1.393)  0.00
H (-0.701, -1.647, -4.887)  0.00
H (1.350, -3.050, -5.209)  0.00
H (2.958, -3.224, -3.329)  0.00
H (-0.952, -0.340, -2.809)  0.00
H (3.748, -3.787, -1.281)  0.00
H (4.784, -3.858, 0.965)  0.00
H (4.236, -2.104, 2.616)  0.00
H (3.558, -0.396, 3.898)  0.00
H (2.840, 1.686, 5.044)  0.00
H (1.460, 3.339, 3.767)  0.00
H (0.838, 2.810, 1.441)  0.00
C (1.784, 3.654, -0.835)  -0.01
Si (1.817, 2.016, -1.886)  -0.02
C (0.913, 2.610, -3.594)  0.00
C (-0.609, 2.543, -3.460)  0.00
C (1.216, 4.071, -3.950)  0.00
C (1.325, 1.752, -4.793)  0.00
C (3.777, 1.751, -2.186)  0.00
C (4.122, 0.727, -3.269)  0.00
C (4.408, 1.252, -0.882)  0.00
C (4.453, 3.073, -2.554)  0.00
H (2.172, 4.490, -1.406)  0.00
H (2.397, 3.566, 0.057)  0.00
H (0.772, 3.911, -0.540)  0.00
H (-0.955, 3.240, -2.704)  0.00
H (-0.955, 1.553, -3.184)  0.00
H (-1.080, 2.819, -4.405)  0.00
H (0.819, 4.750, -3.203)  0.00
H (0.741, 4.316, -4.900)  0.00
H (2.277, 4.263, -4.062)  0.00
H (1.383, 0.697, -4.546)  0.00
H (2.292, 2.070, -5.174)  0.00
H (0.606, 1.865, -5.602)  0.00
H (3.529, -0.181, -3.164)  0.00
H (5.177, 0.455, -3.190)  0.00
H (3.957, 1.134, -4.261)  0.00
H (4.144, 0.210, -0.706)  0.00
H (4.094, 1.843, -0.023)  0.00
H (5.493, 1.318, -0.951)  0.00
H (4.045, 3.480, -3.475)  0.00
H (5.521, 2.913, -2.707)  0.00
H (4.335, 3.809, -1.765)  0.00